Arrangement A

Computed, not measured: the molecule C6H14N2, with wB97M-V/def2-TZVPD.

ORCA input file:
```
! RIJCOSX wB97M-V def2-TZVPD def2/J DEFGRID3
* xyz 0 1
C 0.3293 2.0656 -0.7187
C 0.8915 0.8277 -0.9425
N 1.9928 0.6711 -1.7849
N 0.4575 -0.2640 -0.2875
C 0.6679 -1.5768 -0.8593
C -0.7494 0.2097 0.9843
C -2.0998 -0.1403 0.4045
C -0.2869 -0.6616 2.1237
H 0.8772 2.9596 -0.9837
H -0.7368 2.1788 -0.6325
H 2.7111 0.0358 -1.4680
H 2.3604 1.5299 -2.1614
H -0.1980 -2.2108 -0.6545
H 1.5439 -2.0677 -0.4149
H 0.8089 -1.5359 -1.9435
H -0.7156 1.2503 1.2917
H -2.8832 0.0782 1.1369
H -2.3035 0.4505 -0.4877
H -2.1504 -1.1946 0.1375
H -0.3479 -1.7169 1.8674
H -0.9103 -0.4637 3.0015
H 0.7413 -0.4250 2.3916
*
```

Properties
gap between HOMO and LUMO: 7.8 eV
HOMO energy: -6.8 eV
LUMO: 0.0354 Ha
SMILES: C=C(N)N(C)C(C)C

=====

Arrangement B

Computed, not measured: a cluster of 2 separate species, C6H14N2 in total, with wB97M-V/def2-TZVPD.

ORCA input file:
```
! RIJCOSX wB97M-V def2-TZVPD def2/J DEFGRID3
* xyz 0 1
H 2.0123 0.9481 -3.1321
N 1.1160 0.7925 -2.6615
C 1.2421 0.3719 -1.4896
C 2.2124 0.0947 -0.4766
H 0.1139 0.3342 -0.8370
H 1.4502 -0.1368 0.5419
H 2.9116 0.9061 -0.2788
H 2.7247 -0.8594 -0.5913
C -1.8562 -0.7548 -0.3410
C -0.8446 0.1496 0.3378
C -1.3328 1.5689 0.5531
C 0.0330 -0.3729 1.3022
N 0.0117 -1.7479 1.6669
H -2.3213 -0.2313 -1.1779
H -2.6454 -1.0596 0.3532
H -1.3931 -1.6633 -0.7311
H -2.2660 1.5842 1.1220
H -1.5136 2.0593 -0.4060
H -0.6024 2.1659 1.0967
H 0.2685 0.2625 2.1515
H -0.1941 -2.3638 0.8926
H 0.8730 -2.0481 2.1050
*
```

Properties
gap between HOMO and LUMO: 8.1 eV
HOMO energy: -7.3 eV
LUMO: 0.0320 Ha
SMILES: [H]/N=C\C.CC(C)=CN

=====

Stability summary - winner: arrangement A; margin: 31.4 kcal/mol.

=====

Arrangement A

Computed, not measured: the molecule C6H14N2, with wB97M-V/def2-TZVPD.

ORCA input file:
```
! RIJCOSX wB97M-V def2-TZVPD def2/J DEFGRID3
* xyz 0 1
C -0.9167 -3.4202 -0.6651
C -0.1497 -2.6872 -1.4598
C -0.3320 -1.1956 -1.6045
C 0.6899 -0.4124 -0.7445
N -0.0564 0.5395 0.0995
C 0.6971 0.9943 1.2609
C 0.0364 2.2135 1.8867
N -0.2000 3.2415 0.8943
H -0.7939 -4.4984 -0.5890
H -1.8575 -3.0822 -0.2427
H 0.6914 -3.1222 -1.9856
H -0.1846 -0.9364 -2.6526
H -1.3387 -0.9312 -1.2922
H 1.2579 -1.0580 -0.0874
H 1.2942 0.1381 -1.4663
H -0.3306 1.3385 -0.4571
H 0.8591 0.1442 1.9226
H 1.7055 1.3322 0.9654
H 0.6745 2.5299 2.7122
H -0.8892 1.8732 2.3465
H 0.5889 3.3559 0.2666
H -0.3290 4.1473 1.3269
*
```

Properties
gap between HOMO and LUMO: 9.7 eV
HOMO energy: -8.6 eV
LUMO: 0.0413 Ha
SMILES: C=CCCNCCN

=====

Arrangement B

Computed, not measured: the molecule C6H14N2, with wB97M-V/def2-TZVPD.

ORCA input file:
```
! RIJCOSX wB97M-V def2-TZVPD def2/J DEFGRID3
* xyz 0 1
C -2.9136 0.1428 0.8228
N -1.7026 0.2019 1.6553
C -0.4917 0.5425 0.9451
C 0.0169 -0.5062 -0.0877
C 0.3745 0.1451 -1.4473
C 1.8989 0.3509 -1.4009
C 2.2877 -0.1233 0.0042
N 1.2769 -1.0619 0.4204
H -3.5149 -0.7026 1.1459
H -2.6843 -0.0489 -0.2272
H -3.4695 1.0758 0.9400
H -1.5768 -0.6976 2.1011
H -0.5960 1.5266 0.4760
H 0.3010 0.6405 1.6904
H -0.7286 -1.2797 -0.2249
H 0.1431 -0.5181 -2.2827
H -0.1917 1.0558 -1.6045
H 2.3459 -0.3034 -2.1504
H 2.2348 1.3604 -1.6299
H 3.3101 -0.4870 -0.0070
H 2.2544 0.7205 0.6899
H 1.4255 -2.0341 0.1713
*
```

Properties
gap between HOMO and LUMO: 9.4 eV
HOMO energy: -8.3 eV
LUMO: 0.0390 Ha
SMILES: CNC[C@H]1CCCN1

=====

Stability summary - winner: arrangement B; margin: 14.1 kcal/mol.

=====

Arrangement A

Computed, not measured: the molecule C6H14N2, with wB97M-V/def2-TZVPD.

ORCA input file:
```
! RIJCOSX wB97M-V def2-TZVPD def2/J DEFGRID3
* xyz 0 1
C -0.9642 -1.6304 0.2934
C -0.7425 -0.1225 0.0513
C -1.5418 0.6815 1.1005
C -1.3483 0.2147 -1.3314
C 0.7707 0.2068 0.1795
N 1.3284 0.0741 1.4472
C 1.5232 0.6074 -0.8657
N 2.8510 0.9629 -0.8686
H -0.3881 -2.2334 -0.4182
H -0.6691 -1.9348 1.3033
H -2.0209 -1.8977 0.1749
H -2.6174 0.4888 1.0109
H -1.2558 0.4201 2.1254
H -1.3860 1.7593 0.9740
H -0.8898 -0.3794 -2.1302
H -2.4237 0.0002 -1.3536
H -1.2255 1.2762 -1.5757
H 0.8603 -0.6030 2.0410
H 2.3332 -0.0475 1.4416
H 1.1019 0.7058 -1.8622
H 3.3555 0.7411 -0.0200
H 3.3490 0.7096 -1.7174
*
```

Properties
gap between HOMO and LUMO: 7.8 eV
HOMO energy: -7.0 eV
LUMO: 0.0322 Ha
SMILES: CC(C)(C)/C(N)=C/N

=====

Arrangement B

Computed, not measured: a cluster of 2 separate species, C6H14N2 in total, with wB97M-V/def2-TZVPD.

ORCA input file:
```
! RIJCOSX wB97M-V def2-TZVPD def2/J DEFGRID3
* xyz 0 1
C -2.1017 0.9682 0.8115
C -1.8047 0.1941 -0.4771
N -2.2608 -1.1994 -0.4444
C -0.3007 0.2023 -0.8061
N 0.4966 -0.7323 0.0044
H -1.8390 2.0191 0.6953
H -3.1620 0.9047 1.0588
H -1.5192 0.5707 1.6451
H -2.3219 0.6845 -1.3082
H -3.2530 -1.2552 -0.6408
H -2.1236 -1.5935 0.4808
H -0.1665 -0.0652 -1.8553
H 0.1088 1.2012 -0.6497
H 0.3605 -1.6718 -0.3630
H 0.1675 -0.7816 0.9680
C 2.2684 0.2171 1.7761
C 2.3038 -0.0135 0.5497
C 3.0131 -0.1220 -0.7354
H 2.5732 0.9513 2.4893
H 2.5434 0.5203 -1.4821
H 2.9569 -1.1607 -1.0735
H 4.0611 0.1620 -0.6437
*
```

Properties
gap between HOMO and LUMO: 8.3 eV
HOMO energy: -7.4 eV
LUMO: 0.0350 Ha
SMILES: C[C@H](N)CN.C#CC

=====

Stability summary - winner: arrangement A; margin: 73.9 kcal/mol.

=====

Arrangement A

Computed, not measured: a structure of composition C6H14N2, with wB97M-V/def2-TZVPD.

ORCA input file:
```
! RIJCOSX wB97M-V def2-TZVPD def2/J DEFGRID3
* xyz 0 1
C -0.2320 0.4105 0.0152
C -0.0747 -0.9229 -0.3756
C -0.8464 0.5453 1.3760
C -0.7890 1.3990 -0.9894
C -0.5061 -1.4113 -1.7186
C 0.6996 -1.8627 0.4786
N 1.5221 1.0801 0.3926
N 1.3821 1.8024 1.5019
H 1.5981 1.7453 -0.3825
H 1.6392 1.2130 2.2991
H 0.0142 1.5098 1.8444
H -0.5995 -0.2368 2.0846
H -1.9251 0.6830 1.3368
H -0.2321 1.3696 -1.9254
H -1.8395 1.1905 -1.2074
H -0.7361 2.4089 -0.5831
H -1.4637 -0.9855 -2.0169
H 1.3821 -1.3141 1.1317
H -0.5767 -2.4980 -1.7384
H 0.2267 -1.1125 -2.4787
H 1.3020 -2.5263 -0.1453
H 0.0550 -2.4874 1.1004
*
```

Properties
gap between HOMO and LUMO: 7.5 eV
HOMO energy: -7.7 eV
LUMO: -0.0062 Ha

=====

Arrangement B

Computed, not measured: a structure of composition C6H14N2, with wB97M-V/def2-TZVPD.

ORCA input file:
```
! RIJCOSX wB97M-V def2-TZVPD def2/J DEFGRID3
* xyz 0 1
C 2.5074 0.4272 0.9970
N 1.3382 0.7711 0.2217
C -1.4568 -0.0155 0.7520
C -2.9203 0.5810 0.9103
C -3.6904 0.5178 -0.3458
C -3.3830 -0.2261 -1.4523
C 3.4294 -0.5934 0.4541
N 3.9164 -0.0247 -0.8029
H 2.2927 1.3094 -0.0448
H 2.5332 0.5165 2.0514
H -1.3275 -1.0597 0.8850
H -0.7503 0.4471 1.5795
H -1.0411 0.3852 -0.2257
H -1.9625 -1.4863 -1.4783
H -3.5472 0.9695 1.7401
H -4.6045 0.9801 -0.0441
H -3.8362 -0.3172 -2.4541
H -2.3869 -0.7845 -1.4202
H 4.2811 -0.7758 1.1246
H 2.9088 -1.5409 0.3080
H 4.2896 -0.7236 -1.4471
H 3.4100 0.6428 -1.3083
*
```

Properties
gap between HOMO and LUMO: 5.7 eV
HOMO energy: -6.6 eV
LUMO: -0.0328 Ha

=====

Stability summary - winner: arrangement A; margin: 171.6 kcal/mol.